Computed, not measured: a molecular structure, C6H6CaN2O3 in a non-equilibrium geometry, with wB97M-V/def2-TZVPD.

Geometry (Å):
O  -0.0011  4.3521  -4.6900
C  -0.0008  3.2483  -4.3836
Ca  -0.0362  -1.2818  -2.2674
C  1.9617  -1.4030  -3.7419
C  -2.0094  -1.5132  -3.7237
O  2.9127  -1.5805  -4.3774
O  -2.8468  -1.2647  -4.4786
C  -1.0619  0.7052  2.9218
N  0.0259  -0.0189  2.2063
C  1.0867  -0.6777  2.9931
C  -0.0595  -0.2436  0.9484
N  -0.0786  -0.4741  -0.2082
H  -0.8611  0.6100  4.0032
H  -2.0497  0.2861  2.6496
H  -1.0574  1.7638  2.6073
H  1.1303  -1.7487  2.7701
H  2.0533  -0.2540  2.7137
H  0.8922  -0.5056  4.0574

- Total charge: +2
- Energy relative to the best compared isomer or geometry (same formula, charge and spin): 0.0 kJ/mol
- Kohn-Sham gap: 8.188 eV

Here are the Mulliken charges for atoms 1 to 4, given in e: -0.11 0.12 2.03 -0.13